Record 1
The following is a DFT calculation (wB97M-V/def2-TZVPD) of a cluster of 4 separate species, C9H22Cl2O5 in total at a distorted geometry.

The electronic energy comes out at -1652.58443 Ha. The HOMO energy is -9.6 eV. As for the SMILES: C1CCOC1.ClCCl.OCCO.OCCO. Its energy above the lowest of the compared OMol25 structures with the same formula, charge and spin is 1.3064 eV.

Last column: Mulliken charge in e.
Element x y z (Å)
C: 2.071 -1.496 -0.668  -0.227
C: 0.934 -1.635 0.316  -0.829
C: -0.030 -0.361 0.283  0.052
O: 0.770 0.478 -0.512  -0.457
C: 2.182 0.019 -0.669  -0.519
H: 1.717 -1.727 -1.672  0.244
H: 2.901 -2.093 -0.291  0.218
H: 1.399 -1.584 1.300  0.331
H: 0.395 -2.580 0.253  0.397
H: -0.282 0.062 1.255  -0.011
H: -0.959 -0.485 -0.274  0.145
H: 2.728 0.464 0.163  0.336
H: 2.612 0.408 -1.592  0.337
Cl: 7.218 -0.505 0.125  -0.169
C: 6.140 -1.911 -0.287  0.324
Cl: 6.392 -3.203 0.849  -0.152
H: 5.096 -1.627 -0.155  -0.293
H: 6.384 -2.278 -1.284  0.286
O: -2.834 2.991 5.768  -0.473
C: -3.322 2.957 4.496  -0.499
C: -3.069 1.637 3.726  -0.317
O: -1.707 1.549 3.547  -0.559
H: -1.911 2.981 5.504  0.328
H: -4.407 2.929 4.597  0.318
H: -3.126 3.863 3.922  0.299
H: -3.489 1.759 2.727  0.278
H: -3.544 0.810 4.253  0.300
H: -1.486 1.747 2.634  0.306
O: -0.190 0.097 -3.729  -0.499
C: -1.319 -0.257 -4.543  -0.491
C: -2.511 -0.876 -3.737  -0.322
O: -2.528 -0.084 -2.514  -0.494
H: -0.616 0.459 -2.948  0.367
H: -1.735 0.537 -5.164  0.273
H: -0.961 -0.913 -5.337  0.351
H: -2.283 -1.897 -3.431  0.205
H: -3.494 -0.869 -4.208  0.346
H: -3.136 0.634 -2.706  0.272

=====

Record 2
The following is a DFT calculation (wB97M-V/def2-TZVPD) of a structure of composition C42H36BrN6O7Ru at a distorted geometry.

Its multiplicity is 6. The electronic energy comes out at -5146.06214 Ha. The HOMO energy (alpha / beta) is -6.0 / -7.0 eV. Its energy above the lowest of the compared OMol25 structures with the same formula, charge and spin is 1.7929 eV.

Last column: Mulliken spin population.
Element x y z (Å)
Ru: -0.574 -0.102 -0.280  3.412
O: 2.177 -4.178 -4.295  0.000
C: 0.908 -3.874 -4.692  0.005
C: 0.423 -4.264 -5.934  0.001
C: -0.867 -3.936 -6.310  0.000
C: -1.678 -3.210 -5.456  0.001
C: -1.194 -2.815 -4.222  -0.011
C: 0.087 -3.156 -3.820  0.000
C: 0.615 -2.763 -2.446  0.005
O: -0.414 -2.336 -1.613  0.077
N: 1.539 -1.655 -2.551  0.000
N: 1.199 -0.434 -2.165  0.028
C: 2.106 0.491 -2.172  0.026
C: 1.842 1.844 -1.855  0.004
Br: -0.073 2.222 -1.621  0.053
C: 2.672 2.913 -1.761  -0.003
C: 4.083 3.028 -2.044  0.001
C: 5.016 1.985 -2.079  0.003
C: 6.319 2.211 -2.480  -0.001
C: 6.746 3.482 -2.827  0.001
C: 5.854 4.541 -2.738  -0.001
C: 4.550 4.317 -2.353  0.001
H: 2.602 -4.708 -4.981  0.000
H: 1.053 -4.836 -6.603  0.000
H: -1.237 -4.251 -7.274  0.000
H: -2.688 -2.962 -5.742  0.000
H: -1.818 -2.237 -3.559  -0.007
H: 1.162 -3.617 -2.012  0.000
H: 2.520 -1.897 -2.662  0.000
H: 3.125 0.256 -2.477  -0.002
H: 2.203 3.862 -1.545  0.001
H: 4.749 0.992 -1.758  0.001
H: 7.014 1.384 -2.521  0.000
H: 7.764 3.647 -3.147  0.000
H: 6.182 5.542 -2.978  0.000
H: 3.861 5.148 -2.301  0.000
C: -4.411 -1.075 3.818  0.084
C: -5.141 -0.210 3.013  -0.043
C: -4.726 0.081 1.730  0.106
C: -3.571 -0.532 1.223  -0.100
C: -2.798 -1.353 2.071  0.095
C: -3.224 -1.621 3.350  -0.049
N: -3.167 -0.300 -0.062  0.547
N: -2.446 -1.157 -0.710  0.493
C: -2.526 -2.509 -0.675  -0.110
C: -3.620 -3.269 -0.219  0.154
C: -3.547 -4.645 -0.233  -0.067
C: -2.419 -5.294 -0.719  0.130
C: -1.344 -4.567 -1.219  -0.072
C: -1.392 -3.190 -1.201  0.117
H: -4.745 -1.308 4.818  0.006
H: -6.056 0.220 3.396  0.000
H: -5.288 0.755 1.103  -0.006
H: -1.846 -1.743 1.714  0.017
H: -2.627 -2.272 3.973  0.000
H: -4.502 -2.759 0.142  0.001
H: -4.384 -5.223 0.132  -0.002
H: -2.367 -6.370 -0.715  0.010
H: -0.477 -5.079 -1.604  -0.002
O: -1.234 5.383 2.023  0.000
C: -2.310 5.699 2.874  0.000
N: -3.533 5.208 2.304  0.000
C: -3.762 3.923 1.906  0.002
O: -4.732 3.627 1.248  0.000
C: -2.738 2.918 2.331  -0.008
C: -2.480 2.589 3.656  -0.001
C: -1.509 1.637 3.922  0.002
C: -0.834 1.049 2.867  -0.007
N: -1.083 1.353 1.596  0.068
C: -2.024 2.259 1.338  0.000
H: -0.401 5.614 2.447  0.000
H: -2.417 6.788 2.992  0.000
H: -2.152 5.249 3.867  0.000
H: -4.127 5.878 1.833  0.000
H: -3.016 3.065 4.463  -0.001
H: -1.271 1.355 4.935  0.000
H: -0.056 0.317 3.047  0.008
H: -2.230 2.492 0.300  -0.004
O: 2.196 -1.612 4.641  0.001
C: 2.652 -0.700 3.772  0.005
C: 3.542 0.281 4.215  0.000
C: 4.036 1.223 3.337  0.000
C: 3.647 1.228 2.004  0.008
C: 2.746 0.281 1.564  -0.001
C: 2.246 -0.687 2.426  -0.010
C: 1.251 -1.701 1.921  0.010
O: 0.889 -2.612 2.684  0.014
O: 0.848 -1.558 0.730  0.022
H: 1.609 -2.222 4.108  0.000
H: 3.842 0.271 5.253  0.000
H: 4.740 1.963 3.691  0.000
H: 4.049 1.957 1.315  0.000
H: 2.409 0.271 0.532  -0.016

=====

Record 3
The following is a DFT calculation (wB97M-V/def2-TZVPD) of a cluster of 2 separate species, C2HCl5Si in total at a distorted geometry.

The electronic energy comes out at -2667.28338 Ha. The HOMO energy (alpha / beta) is -8.9 / -8.9 eV. Its energy above the lowest of the compared OMol25 structures with the same formula, charge and spin is 0.0000 eV.

Last column: Mulliken charge in e.
Element x y z (Å)
C: -1.790 0.242 0.638  -0.242
C: -0.941 -0.687 0.217  0.048
Si: 1.733 0.228 -0.611  0.702
Cl: -3.219 -0.103 1.563  -0.186
Cl: -0.942 -2.339 0.163  -0.111
Cl: 2.789 -1.323 -1.297  -0.165
Cl: 1.250 1.440 -2.139  -0.181
Cl: 2.795 1.169 0.679  -0.123
H: -1.675 1.373 0.787  0.258

=====

Record 4
The following is a DFT calculation (wB97M-V/def2-TZVPD) of a structure of composition C17H14BaBrNO3S at a distorted geometry.

The charge is -2. The electronic energy comes out at -3934.46522 Ha. The HOMO energy is -0.2 eV. Its energy above the lowest of the compared OMol25 structures with the same formula, charge and spin is 1.3056 eV.

Last column: Mulliken charge in e.
Element x y z (Å)
C: -0.512 -2.283 -1.231  -0.081
C: 0.618 -2.055 -2.074  -0.806
C: 1.791 -2.463 -1.350  -1.145
H: 0.593 -1.648 -3.086  0.371
C: 1.382 -2.896 -0.050  -0.264
C: -0.044 -2.812 0.012  -0.471
H: -0.671 -3.144 0.835  0.374
H: -1.553 -2.125 -1.495  0.364
H: 2.819 -2.444 -1.728  0.549
H: 2.036 -3.271 0.738  0.330
Ba: 1.962 0.370 -0.662  1.463
Br: 1.668 2.191 -3.121  -0.911
C: -2.015 2.261 1.252  -0.493
C: -2.322 0.998 1.839  -0.712
C: -2.814 0.145 0.801  -0.454
H: -2.291 0.754 2.896  0.366
C: -2.787 0.873 -0.427  -0.484
C: -2.274 2.180 -0.150  -0.675
H: -2.077 2.959 -0.882  0.376
H: -1.649 3.129 1.790  0.450
H: -3.248 -0.843 0.946  0.374
H: -3.075 0.485 -1.396  0.386
O: 4.008 -0.032 0.894  -0.920
C: 3.782 1.053 1.523  1.100
N: 2.546 1.584 1.607  -0.730
S: 2.433 3.078 2.354  0.964
O: 1.956 4.021 1.368  -0.591
O: 1.797 2.994 3.640  -0.618
C: 4.209 3.136 2.555  0.286
C: 4.986 4.180 3.061  -0.516
C: 6.384 4.014 3.064  -0.393
C: 6.969 2.841 2.552  -0.469
C: 6.172 1.816 2.046  -0.553
C: 4.786 1.969 2.103  -0.011
H: 4.501 5.075 3.435  0.402
H: 7.023 4.799 3.470  0.348
H: 8.054 2.728 2.548  0.347
H: 6.567 0.905 1.595  0.448

=====

Record 5
The following is a DFT calculation (wB97M-V/def2-TZVPD) of a cluster of 2 separate species, C3H6N3O2 in total at a distorted geometry.

The charge is +1. The electronic energy comes out at -432.18340 Ha. The HOMO energy is -13.6 eV. Its energy above the lowest of the compared OMol25 structures with the same formula, charge and spin is 5.9301 eV.

Last column: Mulliken charge in e.
Element x y z (Å)
C: -0.230 -0.710 -1.135  0.043
C: 0.914 1.553 1.162  -0.326
C: 0.172 -0.860 0.144  0.155
N: 1.424 2.637 1.129  -0.054
N: 0.252 -1.483 1.252  0.448
N: -1.208 0.025 -1.633  -0.299
O: 1.061 -1.103 2.250  -0.354
O: -0.512 -2.545 1.520  -0.434
H: 0.574 -1.053 -1.848  0.285
H: 1.217 -0.175 2.109  0.401
H: 1.796 3.577 1.113  0.318
H: -1.810 0.560 -1.022  0.214
H: -0.216 -3.035 2.387  0.398
H: -1.503 0.069 -2.539  0.205

=====

Record 6
The following is a DFT calculation (wB97M-V/def2-TZVPD) of a cluster of 2 separate species, C5H8ClN2O in total at a distorted geometry.

Its multiplicity is 3. The charge is +1. The electronic energy comes out at -839.83660 Ha. The HOMO energy (alpha / beta) is -10.4 / -13.7 eV. Its energy above the lowest of the compared OMol25 structures with the same formula, charge and spin is 1.2078 eV.

Last column: Mulliken spin population.
Element x y z (Å)
C: -0.198 -0.179 1.322  0.344
C: 2.261 1.507 -0.593  0.068
C: -0.246 0.822 -0.608  0.527
C: 0.957 1.055 -0.032  0.593
C: -2.316 -0.433 -0.005  0.012
N: -0.973 0.062 0.239  -0.052
N: 0.978 0.378 1.162  0.108
O: 3.149 1.924 0.161  0.358
Cl: 1.382 -2.572 -0.804  0.005
H: -0.541 -0.820 2.108  0.018
H: 2.254 1.399 -1.694  0.009
H: -0.615 0.909 -1.521  0.023
H: 0.109 -2.624 -1.142  0.000
H: -2.291 -1.460 -0.337  0.000
H: -2.879 -0.347 0.978  -0.004
H: -2.843 0.184 -0.854  -0.002
H: 1.810 0.197 1.620  -0.007

=====

Record 7
The following is a DFT calculation (wB97M-V/def2-TZVPD) of a structure of composition C35H28F5MgN9OS.

The electronic energy comes out at -3016.21573 Ha. The HOMO energy is -7.6 eV. Its energy above the lowest of the compared OMol25 structures with the same formula, charge and spin is 1.1582 eV.

Last column: Mulliken charge in e.
Element x y z (Å)
Mg: 0.720 -1.687 -1.129  0.869
F: 7.885 -3.390 -1.023  -0.305
C: 6.574 -3.379 -1.277  0.727
C: 5.920 -2.193 -1.543  -0.090
F: 6.601 -1.041 -1.556  -0.310
C: 4.562 -2.200 -1.801  0.176
F: 3.997 -1.007 -2.072  -0.335
C: 3.789 -3.353 -1.799  0.288
S: 2.053 -3.420 -2.127  -0.509
C: 4.489 -4.531 -1.538  0.303
F: 3.847 -5.702 -1.517  -0.352
C: 5.848 -4.556 -1.279  0.059
F: 6.462 -5.713 -1.026  -0.291
C: 2.965 3.357 -1.629  -1.162
N: 2.634 2.055 -1.069  0.973
C: 1.743 1.166 -1.490  -0.311
N: 1.725 0.129 -0.668  0.254
C: 2.669 0.456 0.259  -0.584
N: 3.231 1.620 0.062  -0.915
C: 2.424 4.503 -0.808  1.056
C: 3.237 5.589 -0.523  -0.835
C: 2.744 6.662 0.211  -0.717
C: 1.441 6.650 0.671  -1.065
C: 0.622 5.559 0.388  -0.078
C: 1.113 4.491 -0.350  -0.179
C: -0.754 5.555 0.887  0.672
N: -1.369 6.470 1.545  -0.479
N: -2.654 5.976 1.794  -0.527
C: -2.699 4.810 1.259  0.703
O: -1.529 4.465 0.660  -0.243
C: -3.802 3.848 1.235  -0.391
C: -4.984 4.130 1.910  -1.061
C: -6.009 3.197 1.895  -0.574
C: -5.859 1.997 1.215  -0.881
C: -4.680 1.717 0.534  1.142
C: -4.533 0.402 -0.205  -1.426
N: -3.250 0.287 -0.865  1.143
C: -2.094 -0.141 -0.368  -1.037
N: -1.121 0.049 -1.244  0.545
C: -1.782 0.601 -2.298  -0.769
N: -3.069 0.777 -2.112  -0.856
C: -3.655 2.649 0.546  -0.032
H: 2.561 3.375 -2.642  0.225
H: 4.049 3.412 -1.696  0.463
H: 1.140 1.302 -2.372  0.520
H: 2.933 -0.178 1.090  0.506
H: 4.264 5.597 -0.869  0.405
H: 3.386 7.505 0.430  0.399
H: 1.045 7.471 1.253  0.529
H: 0.465 3.648 -0.563  0.759
H: -5.086 5.067 2.439  0.525
H: -6.932 3.405 2.421  0.400
H: -6.667 1.275 1.215  0.465
H: -5.291 0.300 -0.980  0.384
H: -4.637 -0.441 0.479  0.431
H: -1.999 -0.585 0.610  0.487
H: -1.308 0.877 -3.227  0.525
H: -2.731 2.457 0.019  0.786
C: -0.759 -3.562 3.011  -0.963
N: -0.053 -4.596 2.286  0.023
C: 1.141 -5.012 2.991  -0.959
C: 0.249 -4.184 0.930  -0.562
C: -0.967 -4.006 0.040  0.742
C: -1.997 -4.939 0.136  -0.450
C: -3.105 -4.847 -0.692  -0.602
C: -3.177 -3.818 -1.621  -0.857
C: -2.143 -2.891 -1.695  0.193
C: -1.005 -2.939 -0.874  -0.940
H: -1.000 -3.906 4.017  0.354
H: -1.689 -3.317 2.498  0.265
H: -0.156 -2.637 3.100  0.268
H: 0.880 -5.356 3.993  0.337
H: 1.877 -4.195 3.092  0.311
H: 1.620 -5.834 2.460  0.307
H: 0.923 -4.920 0.485  0.422
H: 0.821 -3.227 0.949  0.064
H: -1.924 -5.738 0.865  0.421
H: -3.903 -5.576 -0.618  0.402
H: -4.032 -3.741 -2.284  0.427
H: -2.245 -2.101 -2.438  0.392

=====

Record 8
The following is a DFT calculation (wB97M-V/def2-TZVPD) of a cluster of 2 separate species, C10H16 in total at a distorted geometry.

The electronic energy comes out at -390.54831 Ha. The HOMO energy is -8.9 eV. As for the SMILES: CCc1ccccc1.CC. Its energy above the lowest of the compared OMol25 structures with the same formula, charge and spin is 2.3828 eV.

Last column: Mulliken charge in e.
Element x y z (Å)
C: 1.721 2.725 0.385  -0.909
C: 2.177 1.427 -0.411  -0.668
C: 1.026 0.484 -0.877  0.550
C: 1.168 -0.895 -0.783  -0.196
C: 0.276 -1.759 -1.271  -0.847
C: -1.013 -1.188 -1.632  -0.224
C: -1.275 0.131 -1.439  -0.623
C: -0.231 0.998 -1.152  -0.365
H: 1.994 2.510 1.458  0.285
H: 0.541 2.889 0.402  0.276
H: 2.096 3.659 -0.097  0.282
H: 2.674 1.759 -1.400  0.251
H: 2.908 0.877 0.124  0.407
H: 1.937 -1.526 -0.238  0.151
H: 0.431 -2.790 -1.326  0.451
H: -1.800 -1.796 -2.061  0.377
H: -2.351 0.523 -1.775  0.197
H: -0.373 2.035 -1.204  0.607
C: -1.893 -1.726 2.403  -0.893
C: -1.525 -0.455 3.116  -0.729
H: -2.389 -2.452 2.881  0.465
H: -2.760 -1.436 1.728  0.201
H: -1.067 -2.224 1.921  0.230
H: -0.756 -0.109 2.496  0.139
H: -1.275 -0.585 4.101  0.355
H: -2.388 0.206 2.948  0.232